Molecular formula: C33H23N10O7Sc
Method: DFT, ωB97M-V/def2-TZVPD

Properties
* charge: +2
* highest occupied orbital energy: -11.8 eV
* F_max: 0.015 Eh/bohr
* LUMO level: -6.096 eV
* orbital gap: 5.7 eV
* energy relative to the best compared isomer or geometry (same formula, charge and spin): 0.000 eV

Positions of all 74 atoms, in Å:
Sc (2.0614, 2.0509, -0.8578)
N (5.9506, 3.7168, -1.3699)
C (6.5117, 2.4818, -1.5484)
C (5.4695, 1.6118, -1.6592)
N (4.2863, 2.2948, -1.5505)
C (4.6123, 3.5716, -1.3765)
C (3.6034, 4.6012, -1.2598)
N (2.3161, 4.3054, -1.0908)
C (1.6462, 5.5053, -1.0680)
C (2.5343, 6.5238, -1.2205)
N (3.7637, 5.9326, -1.3536)
H (6.4705, 4.5672, -1.2210)
H (7.5756, 2.3274, -1.5880)
H (5.5114, 0.5510, -1.8329)
H (0.5829, 5.5720, -0.9193)
H (2.3968, 7.5896, -1.2680)
H (4.6275, 6.4268, -1.5124)
C (-6.7460, -8.4970, -1.5004)
O (-7.0680, -7.1125, -1.4911)
C (-6.0806, -6.2186, -1.4804)
C (-6.4716, -4.8720, -1.4834)
C (-5.5286, -3.8759, -1.4693)
C (-4.1608, -4.1840, -1.4521)
C (-3.7786, -5.5268, -1.4515)
C (-4.7195, -6.5352, -1.4658)
C (-3.1401, -3.1564, -1.4446)
N (-1.8369, -3.3784, -1.4482)
C (-1.2527, -2.1568, -1.4533)
C (-2.2079, -1.1473, -1.4504)
N (-3.4053, -1.8069, -1.4465)
C (-1.8687, 0.2269, -1.4770)
C (-2.7893, 1.2919, -1.4662)
C (-2.3310, 2.5817, -1.5515)
C (-0.9585, 2.8076, -1.6552)
N (-0.0631, 1.8326, -1.6388)
C (-0.4934, 0.5510, -1.5206)
C (0.5061, -0.4852, -1.4245)
N (1.8114, -0.1092, -1.3059)
C (2.7396, -1.0566, -1.2213)
C (2.4516, -2.4178, -1.2622)
C (1.1405, -2.8180, -1.3575)
C (0.1358, -1.8410, -1.4232)
H (-7.6947, -9.0228, -1.5202)
H (-6.1947, -8.7799, -0.6013)
H (-6.1673, -8.7621, -2.3875)
H (-7.5295, -4.6475, -1.5008)
H (-5.8685, -2.8467, -1.4714)
H (-2.7241, -5.7638, -1.4386)
H (-4.3964, -7.5668, -1.4691)
H (-4.3220, -1.3966, -1.4432)
H (-3.8508, 1.0934, -1.3976)
H (-3.0157, 3.4173, -1.5453)
H (-0.5778, 3.8120, -1.7861)
H (3.7612, -0.7207, -1.0979)
H (3.2521, -3.1409, -1.2020)
H (0.8500, -3.8603, -1.3731)
O (3.0881, 2.0303, 0.9889)
C (1.9635, 2.0647, 1.5745)
O (0.9199, 2.1052, 0.8427)
C (1.8426, 2.0511, 3.0440)
C (2.9718, 2.1627, 3.8460)
C (2.8145, 2.1432, 5.2170)
C (1.5749, 2.0043, 5.8161)
C (0.4699, 1.8897, 4.9921)
C (0.5827, 1.9159, 3.6165)
N (-0.8752, 1.7337, 5.5864)
O (-0.9466, 1.7514, 6.7925)
O (-1.8055, 1.6103, 4.8132)
N (4.0150, 2.2717, 6.0723)
O (5.0755, 2.4316, 5.5013)
O (3.8467, 2.2117, 7.2680)
H (3.9554, 2.2652, 3.4107)
H (1.4771, 1.9863, 6.8926)
H (-0.2969, 1.8302, 2.9969)



Molecular formula: C33H23N10RhS2Se
Method: DFT, ωB97M-V/def2-TZVPD

Properties
* expectation value of S²: 6.09
* highest occupied orbital energy (spin up / spin down): -5.7 / -7.8 eV
* F_max: 0.081 Eh/bohr
* LUMO level (spin up / spin down): -0.545 / -2.655 eV
* orbital gap (spin up / spin down): 5.1 / 5.2 eV
* 2S+1: 5
* energy relative to the best compared isomer or geometry (same formula, charge and spin): 0.000 eV

Positions of all 70 atoms, in Å:
Rh (1.2022, 0.1193, -0.1355)
C (-4.9714, -2.2468, 1.6341)
C (-3.8736, -1.3200, 1.1759)
C (-3.8286, -0.8606, -0.1595)
C (-2.7730, -0.1911, -0.7115)
C (-1.6688, 0.0453, 0.1205)
N (-0.5791, 0.7712, -0.3772)
C (-0.7979, 2.0227, -0.8818)
C (-1.8768, 2.8131, -0.4294)
C (-2.1611, 4.0500, -0.9556)
C (-1.2890, 4.6636, -1.9235)
C (-1.7132, 5.9701, -2.5048)
C (-0.1449, 3.9459, -2.3089)
C (0.0379, 2.6130, -1.8928)
N (1.0473, 1.8723, -2.4692)
C (1.6554, 2.1385, -3.6829)
C (2.4593, 1.0576, -4.0046)
C (2.3124, 0.1427, -2.9372)
N (1.4672, 0.6294, -2.0023)
C (-1.7163, -0.3599, 1.4553)
C (-2.8401, -1.0061, 2.0007)
N (-0.6003, -0.2205, 2.2917)
C (-0.5534, -0.4984, 3.6481)
C (0.7489, -0.4635, 4.0466)
C (1.5206, -0.2256, 2.8909)
N (0.7263, -0.0415, 1.8169)
H (-5.9467, -1.7123, 1.7715)
H (-4.6867, -2.7669, 2.5467)
H (-5.1238, -3.0585, 0.8547)
H (-4.6480, -1.1683, -0.7792)
H (-2.6701, -0.0140, -1.7747)
H (-2.5515, 2.3990, 0.3248)
H (-3.0716, 4.6301, -0.7450)
H (-2.3993, 5.8443, -3.3924)
H (-0.7983, 6.4909, -2.8289)
H (-2.2582, 6.6098, -1.7828)
H (0.5597, 4.4024, -3.0204)
H (1.4154, 3.0447, -4.1648)
H (3.0074, 0.8580, -4.9278)
H (2.8466, -0.8091, -2.8024)
H (-2.8179, -1.3834, 3.0118)
H (-1.4634, -0.8155, 4.1174)
H (1.1514, -0.7441, 5.0446)
H (2.6121, -0.1247, 2.8741)
S (-1.1374, -2.7194, -2.7414)
C (-0.9078, -3.3001, -1.1955)
C (-1.8732, -4.1501, -0.6036)
C (-1.7598, -4.7029, 0.6582)
C (-2.8880, -5.3136, 1.2217)
N (-3.8747, -5.7728, 1.6389)
C (-0.5545, -4.5148, 1.3888)
C (0.3449, -3.5530, 0.9271)
C (0.2723, -3.0115, -0.3453)
S (1.5747, -2.1463, -1.0307)
C (-0.2379, -5.2165, 2.5724)
N (0.0725, -5.8695, 3.5058)
H (-2.7489, -4.3985, -1.2192)
H (1.1453, -3.1678, 1.5784)
Se (4.1056, 4.1128, 0.2900)
N (5.5681, 3.0886, 0.4161)
C (5.2321, 1.8036, 0.4011)
C (6.1237, 0.6914, 0.4987)
C (5.5104, -0.5140, 0.6850)
C (4.1127, -0.6879, 0.5923)
N (3.2389, 0.2940, 0.2956)
C (3.7658, 1.5637, 0.2632)
N (2.9943, 2.6120, 0.2864)
H (7.1906, 0.9261, 0.4945)
H (6.0632, -1.4469, 0.7810)
H (3.7201, -1.7097, 0.6095)



Molecular formula: C33H24AsN3O8S2V
Method: DFT, ωB97M-V/def2-TZVPD

Properties
* charge: +1
* highest occupied orbital energy: -11.1 eV
* F_max: 0.033 Eh/bohr
* LUMO level: -4.268 eV
* orbital gap: 6.8 eV
* energy relative to the best compared isomer or geometry (same formula, charge and spin): 0.322 eV

Positions of all 72 atoms, in Å:
V (-0.4361, 0.0534, -0.2239)
N (-4.3326, 1.6047, -0.9064)
C (-3.7215, 2.8345, -0.6932)
C (-4.2260, 4.1277, -0.7210)
C (-3.3456, 5.1353, -0.3865)
C (-2.0211, 4.8569, -0.0212)
C (-1.5257, 3.5696, 0.0002)
C (-2.3922, 2.5445, -0.3692)
N (-2.2298, 1.1542, -0.4242)
C (-3.4056, 0.6529, -0.7179)
C (-3.5763, -0.7808, -0.6706)
C (-4.7008, -1.5429, -0.6250)
S (-4.2626, -3.1512, -0.2571)
C (-2.6196, -2.7027, -0.2214)
N (-2.3961, -1.4488, -0.4732)
H (-5.2997, 1.4449, -1.1298)
H (-5.2565, 4.3338, -0.9783)
H (-3.6884, 6.1611, -0.3877)
H (-1.3694, 5.6738, 0.2584)
H (-0.5101, 3.3876, 0.3051)
H (-5.7328, -1.2459, -0.7230)
H (-1.8401, -3.4168, 0.0014)
O (1.4055, 1.4834, -3.7772)
As (1.1254, -0.1253, -3.2156)
O (-0.1825, 0.2694, -1.9185)
O (2.4167, -0.3495, -1.9904)
C (3.5075, 0.3927, -1.6498)
C (4.7538, -0.0106, -2.1087)
C (5.8995, 0.6487, -1.6959)
C (5.8238, 1.7113, -0.8045)
C (4.5885, 2.1212, -0.3386)
C (3.4344, 1.4705, -0.7649)
S (1.9074, 2.1583, -0.2541)
O (2.1058, 3.0241, 0.8606)
O (1.2226, 2.6917, -1.4038)
O (1.0971, 0.9175, 0.2743)
H (1.3944, 2.1420, -3.0507)
H (4.8058, -0.8591, -2.7776)
H (6.8617, 0.3226, -2.0685)
H (6.7201, 2.2184, -0.4762)
H (4.4982, 2.9458, 0.3555)
O (-1.7352, -1.9749, 2.6360)
C (-1.1681, -0.9191, 2.6191)
O (-0.9194, -0.3014, 1.4321)
C (-0.6760, -0.1672, 3.7943)
C (-0.8979, -0.7189, 5.0556)
C (-0.4456, -0.0586, 6.1838)
C (0.2289, 1.1498, 6.0547)
C (0.4536, 1.6986, 4.7998)
C (0.0030, 1.0428, 3.6658)
H (-1.4253, -1.6602, 5.1329)
H (-0.6156, -0.4834, 7.1642)
H (0.5843, 1.6644, 6.9383)
H (0.9852, 2.6359, 4.7022)
H (0.1915, 1.4639, 2.6890)
C (0.0597, -4.6592, -3.6141)
C (-0.7729, -3.5233, -3.6339)
C (-0.7299, -2.6063, -2.6220)
C (0.1555, -2.7593, -1.5206)
C (0.2799, -1.8623, -0.4183)
C (1.1344, -2.1112, 0.6187)
C (1.9555, -3.2597, 0.6092)
C (1.8766, -4.1395, -0.4250)
C (0.9826, -3.9172, -1.5003)
C (0.9124, -4.8474, -2.5673)
H (0.0150, -5.3767, -4.4224)
H (-1.4536, -3.3724, -4.4623)
H (-1.3890, -1.7543, -2.6540)
H (1.2313, -1.4256, 1.4487)
H (2.6355, -3.4265, 1.4337)
H (2.4904, -5.0318, -0.4396)
H (1.5561, -5.7181, -2.5292)



> What is the energy relative to the best compared isomer or geometry (same formula, charge and spin) in the second record?

0.000 eV